[1]
{
  "formula": "C15H19BrRuSi",
  "method": "wB97M-V/def2-TZVPD",
  "lumo_energy_ev": [3.28, 1.02],
  "total_charge": -1,
  "spin_multiplicity": 6,
  "homo_ev": [-1.43, -4.20],
  "orbital_gap_ev": [4.71, 5.22],
  "species": ["C", "C", "C", "H", "C", "C", "H", "H", "H", "H", "Ru", "Br", "C", "C", "C", "H", "C", "C", "H", "H", "H", "H", "C", "Si", "C", "C", "C", "C", "H", "H", "H", "H", "H", "H", "H", "H", "H"],
  "coordinates": [[0.795, -1.574, -3.269], [-0.225, -0.891, -3.987], [-0.215, 0.497, -3.594], [-0.883, -1.341, -4.711], [0.986, 0.689, -2.812], [1.564, -0.597, -2.567], [2.461, -0.792, -1.996], [0.960, -2.642, -3.215], [-0.881, 1.282, -3.907], [1.425, 1.642, -2.551], [-0.720, -0.351, -1.643], [-1.981, -1.897, -0.291], [1.924, -2.656, 1.167], [3.081, -2.356, 0.400], [3.188, -3.319, -0.648], [3.738, -1.514, 0.521], [2.156, -4.270, -0.473], [1.308, -3.820, 0.604], [0.293, -4.169, 0.793], [1.526, -2.099, 2.021], [3.958, -3.347, -1.433], [2.014, -5.177, -1.061], [-2.733, 1.295, 2.934], [-1.541, 2.459, 2.034], [-2.543, 3.704, 1.007], [-0.532, 3.352, 3.360], [-0.473, 1.444, 0.880], [-0.493, 0.780, -0.200], [-3.471, 1.872, 3.505], [-2.179, 0.655, 3.639], [-3.266, 0.665, 2.209], [-3.052, 4.453, 1.634], [-1.868, 4.239, 0.321], [-3.317, 3.182, 0.422], [-0.075, 2.620, 4.050], [0.261, 3.972, 2.907], [-1.190, 4.012, 3.947]],
  "nbo_charge": [-0.3479, -0.2979, -0.3974, 0.2178, -0.3247, -0.3153, 0.2216, 0.2267, 0.2304, 0.2283, 0.7649, -0.5982, -0.3450, -0.1449, -0.2307, 0.2065, -0.3170, -0.0466, 0.2259, 0.2280, 0.2094, 0.2084, -1.1039, 1.5962, -1.1022, -1.1075, -0.6501, -0.3041, 0.2128, 0.2312, 0.2526, 0.2150, 0.2351, 0.2399, 0.2327, 0.2318, 0.2181]
}


[2]
{
  "formula": "C3H4NOP",
  "method": "wB97M-V/def2-TZVPD",
  "lumo_energy_ev": 0.39,
  "total_charge": 0,
  "homo_ev": -9.47,
  "smiles": "C=C1OP1.C#N",
  "orbital_gap_ev": 9.86,
  "species": ["C", "C", "O", "P", "H", "H", "H", "C", "N", "H"],
  "coordinates": [[0.942, -1.745, 0.987], [0.132, -0.709, 0.868], [-0.559, 0.150, 1.720], [-0.633, 0.706, 0.112], [1.203, -2.200, 0.111], [1.273, -2.095, 1.846], [0.693, 1.420, 0.073], [-2.183, 3.150, -1.671], [-1.606, 3.839, -0.964], [-2.677, 2.502, -2.360]],
  "nbo_charge": [-0.4894, 0.0476, -0.6978, 0.7827, 0.2096, 0.2052, -0.0585, 0.0738, -0.3081, 0.2349]
}


[3]
{
  "formula": "C7H12ClN3O2",
  "method": "wB97M-V/def2-TZVPD",
  "lumo_energy_ev": -10.37,
  "total_charge": 2,
  "homo_ev": -19.68,
  "smiles": "CC[N+]1(CC)C([N+](=O)[O-])=C[NH+]=C1Cl",
  "orbital_gap_ev": 9.31,
  "species": ["C", "C", "N", "C", "C", "C", "N", "O", "O", "C", "N", "C", "Cl", "H", "H", "H", "H", "H", "H", "H", "H", "H", "H", "H", "H"],
  "coordinates": [[-2.423, -0.759, -0.003], [-1.616, 0.499, 0.030], [-0.123, 0.132, 0.252], [0.633, 1.590, 0.091], [2.069, 1.556, 0.416], [0.477, -0.696, -0.822], [0.332, -0.373, -2.299], [0.931, -1.165, -2.926], [-0.317, 0.619, -2.517], [1.005, -1.762, -0.155], [0.801, -1.606, 1.264], [0.097, -0.498, 1.491], [-0.433, 0.027, 3.015], [-2.499, -1.460, -1.001], [-2.327, -1.388, 0.875], [-3.443, -0.399, -0.035], [-1.779, 1.300, 0.746], [-1.610, 0.886, -0.927], [0.503, 1.695, -0.979], [0.072, 2.244, 0.746], [2.341, 1.351, 1.401], [2.469, 0.845, -0.221], [2.506, 2.526, 0.300], [1.403, -2.716, -0.595], [0.932, -2.448, 1.853]],
  "nbo_charge": [-0.7062, -0.1802, -0.3676, -0.1164, -0.6759, 0.1991, 0.5565, -0.2115, -0.3180, 0.0135, -0.4619, 0.5174, 0.3257, 0.2807, 0.2249, 0.2973, 0.2512, 0.2674, 0.2587, 0.2436, 0.2393, 0.2207, 0.3069, 0.3267, 0.5080]
}


[4]
{
  "formula": "C32H68Cl4N6O10P2",
  "method": "wB97M-V/def2-TZVPD",
  "lumo_energy_ev": 0.10,
  "total_charge": 0,
  "homo_ev": -8.03,
  "smiles": "CN(C)P(=O)(N(C)C)N(C)C.CN(C)P(=O)(N(C)C)N(C)C.O=C1CCCO1.O=C1CCCO1.O=C1CCCO1.O=C1CCCO1.ClCCCl.ClCCCl",
  "orbital_gap_ev": 8.13,
  "species": ["C", "N", "C", "P", "O", "N", "C", "C", "N", "C", "C", "H", "H", "H", "H", "H", "H", "H", "H", "H", "H", "H", "H", "H", "H", "H", "H", "H", "H", "C", "N", "C", "P", "O", "N", "C", "C", "N", "C", "C", "H", "H", "H", "H", "H", "H", "H", "H", "H", "H", "H", "H", "H", "H", "H", "H", "H", "H", "O", "C", "C", "C", "C", "O", "H", "H", "H", "H", "H", "H", "O", "C", "C", "C", "C", "O", "H", "H", "H", "H", "H", "H", "O", "C", "C", "C", "C", "O", "H", "H", "H", "H", "H", "H", "O", "C", "C", "C", "C", "O", "H", "H", "H", "H", "H", "H", "Cl", "C", "C", "Cl", "H", "H", "H", "H", "Cl", "C", "C", "Cl", "H", "H", "H", "H"],
  "coordinates": [[2.971, 2.149, -7.898], [3.213, 0.910, -7.151], [3.904, -0.095, -8.011], [2.427, 0.808, -5.618], [0.972, 0.968, -5.648], [2.891, -0.706, -5.037], [2.039, -1.312, -3.984], [4.289, -1.310, -5.116], [3.365, 1.937, -4.739], [2.668, 3.085, -4.118], [4.886, 1.889, -4.473], [3.729, 2.879, -7.616], [2.056, 2.693, -7.661], [2.838, 2.028, -8.974], [3.548, -1.076, -7.699], [4.962, -0.188, -7.764], [3.725, 0.068, -9.073], [0.999, -1.033, -4.150], [1.963, -2.392, -4.110], [2.469, -1.253, -2.984], [4.789, -1.100, -4.171], [4.395, -2.336, -5.467], [4.875, -0.727, -5.826], [3.236, 4.006, -3.986], [1.813, 3.415, -4.707], [2.306, 2.715, -3.159], [5.235, 2.919, -4.551], [5.401, 1.307, -5.237], [4.997, 1.569, -3.437], [0.206, 0.205, 7.891], [0.675, 1.611, 7.772], [0.952, 2.268, 9.060], [0.303, 2.696, 6.556], [1.022, 4.007, 6.626], [0.397, 2.015, 4.979], [1.561, 2.225, 4.105], [-0.535, 1.020, 4.417], [-1.389, 3.075, 6.625], [-2.480, 2.215, 7.123], [-1.913, 4.286, 5.883], [-0.693, 0.075, 8.494], [0.965, -0.532, 8.153], [-0.316, -0.034, 6.964], [0.457, 3.234, 9.159], [2.029, 2.230, 9.222], [0.578, 1.654, 9.879], [2.372, 2.832, 4.507], [2.035, 1.267, 3.892], [1.291, 2.634, 3.132], [-0.086, 0.098, 4.048], [-1.201, 0.746, 5.235], [-1.077, 1.379, 3.542], [-3.337, 2.710, 7.580], [-2.857, 1.773, 6.201], [-2.075, 1.479, 7.818], [-2.251, 4.078, 4.868], [-1.177, 5.085, 5.793], [-2.738, 4.746, 6.425], [2.338, 3.479, -0.589], [2.797, 2.456, -0.145], [3.017, 1.074, -0.849], [3.899, 0.454, 0.098], [3.632, 0.980, 1.435], [3.173, 2.303, 1.104], [2.068, 0.543, -0.911], [3.299, 1.125, -1.900], [3.957, -0.632, 0.029], [4.920, 0.768, -0.121], [2.973, 0.417, 2.095], [4.530, 1.016, 2.051], [-6.038, -5.943, -1.221], [-4.825, -5.984, -1.058], [-3.867, -6.499, -2.074], [-2.533, -6.012, -1.675], [-2.794, -5.682, -0.217], [-4.241, -5.541, 0.038], [-3.968, -7.583, -2.022], [-4.007, -6.238, -3.123], [-1.763, -6.771, -1.813], [-2.269, -5.152, -2.291], [-2.521, -6.616, 0.275], [-2.307, -4.847, 0.286], [-3.945, 1.675, -0.864], [-3.108, 2.492, -0.498], [-1.901, 2.941, -1.265], [-1.205, 3.889, -0.151], [-2.176, 4.005, 0.961], [-3.187, 3.074, 0.722], [-1.286, 2.105, -1.598], [-2.214, 3.380, -2.212], [-0.333, 3.393, 0.276], [-0.927, 4.910, -0.411], [-1.797, 3.572, 1.887], [-2.493, 5.043, 1.061], [-0.340, 0.787, 1.471], [-0.733, 0.021, 0.689], [-1.894, -0.944, 0.768], [-1.805, -1.723, -0.546], [-0.769, -0.941, -1.483], [-0.226, -0.058, -0.522], [-1.636, -1.795, 1.398], [-2.941, -0.708, 0.956], [-1.412, -2.679, -0.202], [-2.784, -1.862, -1.004], [0.032, -1.538, -1.918], [-1.360, -0.345, -2.178], [-1.438, -4.311, 2.899], [-3.165, -3.891, 3.404], [-3.202, -3.384, 4.882], [-2.462, -1.753, 5.027], [-3.890, -4.682, 3.211], [-3.366, -3.063, 2.724], [-2.666, -4.071, 5.537], [-4.219, -3.392, 5.274], [-1.164, -4.357, -4.851], [-2.827, -3.801, -5.096], [-2.992, -2.301, -4.603], [-2.424, -1.266, -5.897], [-3.533, -4.440, -4.565], [-2.978, -3.879, -6.172], [-2.406, -2.215, -3.688], [-3.984, -1.892, -4.413]],
  "lowdin_charge": [-0.1365, -0.2892, -0.1046, 0.5461, -0.2758, -0.2712, -0.1208, -0.0901, -0.2903, -0.1138, -0.0513, 0.0730, 0.0702, 0.0765, 0.0663, 0.0601, 0.0775, 0.0626, 0.0704, 0.0666, 0.0724, 0.0843, 0.0284, 0.0817, 0.0711, 0.0524, 0.0719, 0.0622, 0.0609, -0.1022, -0.2904, -0.1155, 0.5746, -0.3059, -0.2703, -0.1095, -0.1442, -0.2870, -0.1135, -0.0930, 0.0665, 0.0857, 0.0446, 0.0803, 0.0817, 0.0725, 0.0816, 0.0569, 0.0747, 0.0689, 0.0055, 0.0650, 0.0763, 0.0646, 0.0550, 0.0634, 0.0681, 0.0709, 0.1068, -0.4599, -0.0834, -0.2168, -0.1478, 0.0507, 0.1091, 0.0991, 0.1309, 0.1294, 0.1144, 0.1329, 0.0936, -0.5090, -0.1022, -0.1686, -0.1272, 0.0516, 0.1418, 0.1204, 0.1273, 0.0763, 0.1256, 0.0702, 0.0744, -0.4680, -0.0130, -0.1084, -0.2025, 0.0284, 0.1032, 0.1245, 0.0927, 0.1149, 0.1212, 0.1289, 0.1491, -0.5101, -0.0558, -0.1276, -0.0957, -0.0051, 0.0768, 0.1353, 0.0863, 0.1105, 0.1123, 0.1209, 0.5108, -0.5573, -0.6210, 0.5755, 0.0789, 0.0380, 0.0624, 0.0728, 0.5548, -0.6420, -0.6520, 0.5839, 0.0502, 0.0506, 0.0337, 0.0658]
}


[5]
{
  "formula": "C12H24NO3",
  "method": "wB97M-V/def2-TZVPD",
  "lumo_energy_ev": -2.64,
  "total_charge": 1,
  "homo_ev": -13.41,
  "smiles": "CCOCC[N@@H+]1CC[C@H](OC(C)=O)[C@@H](C)C1",
  "orbital_gap_ev": 10.77,
  "species": ["C", "C", "O", "C", "C", "N", "C", "C", "C", "O", "C", "C", "O", "C", "C", "C", "H", "H", "H", "H", "H", "H", "H", "H", "H", "H", "H", "H", "H", "H", "H", "H", "H", "H", "H", "H", "H", "H", "H", "H"],
  "coordinates": [[0.428, 4.258, 2.621], [0.019, 3.389, 1.439], [0.237, 1.996, 1.642], [-0.654, 1.383, 2.540], [-0.209, -0.057, 2.805], [0.022, -0.868, 1.578], [1.325, -0.583, 0.923], [1.595, -1.601, -0.177], [0.458, -1.614, -1.197], [0.486, -0.359, -1.878], [-0.074, -0.329, -3.113], [0.119, 1.006, -3.761], [-0.637, -1.277, -3.580], [-0.907, -1.813, -0.514], [-1.101, -3.238, -0.001], [-1.072, -0.760, 0.582], [1.446, 4.024, 2.923], [-0.235, 4.121, 3.471], [0.385, 5.301, 2.324], [0.637, 3.628, 0.571], [-1.035, 3.561, 1.183], [-1.680, 1.415, 2.141], [-0.660, 1.898, 3.509], [0.725, -0.041, 3.370], [-0.979, -0.544, 3.406], [0.049, -1.853, 1.866], [2.115, -0.622, 1.675], [1.279, 0.426, 0.513], [1.725, -2.602, 0.236], [2.520, -1.327, -0.682], [0.607, -2.410, -1.936], [-0.800, 1.307, -4.257], [0.428, 1.748, -3.032], [0.889, 0.909, -4.524], [-1.678, -1.626, -1.268], [-1.064, -3.933, -0.834], [-2.077, -3.339, 0.468], [-0.339, -3.545, 0.713], [-2.029, -0.890, 1.090], [-1.022, 0.237, 0.141]],
  "nbo_charge": [-0.6445, -0.0619, -0.5643, -0.0839, -0.2307, -0.3486, -0.2377, -0.4364, 0.0833, -0.5395, 0.8027, -0.7210, -0.5780, -0.2543, -0.6267, -0.2351, 0.2197, 0.2068, 0.2362, 0.1990, 0.1717, 0.1806, 0.2084, 0.2325, 0.2347, 0.4333, 0.2294, 0.2669, 0.2202, 0.2576, 0.2333, 0.2527, 0.2316, 0.2588, 0.2604, 0.2511, 0.2291, 0.1868, 0.2292, 0.2468]
}


Q: What is the formula in the second record?
A: C3H4NOP